1.
The following is a quantum chemistry calculation of a 20-piece molecular cluster, C24H63ClF3IN2O22S overall, from OMol25.

Calculated values
* F_max: 0.980 eV/Å
* LUMO level: -1.01 eV
* multiplicity: 1

```
117
Properties=species:S:1:pos:R:3:forces:R:3
C -1.99199 -1.37864 3.16409 0.364 -0.518 0.686
C -2.09984 -0.22872 4.15668 -0.727 0.234 -0.298
Cl -0.50378 0.15251 4.90943 0.021 -0.183 0.109
C -2.80423 1.04974 3.63332 0.601 0.055 -0.383
C -2.94716 1.20884 2.13342 -0.552 0.059 -0.386
C -4.24757 1.30688 1.62898 0.276 0.017 -0.031
C -4.52847 1.48858 0.27178 -0.024 -0.038 0.408
C -5.98726 1.54483 -0.14396 0.759 0.395 -0.479
C -6.22315 1.98102 -1.58091 -0.258 -0.016 0.667
O -5.75170 3.32119 -1.68339 0.159 -0.055 -0.186
C -3.46868 1.59884 -0.61113 0.063 -0.187 0.224
C -2.15501 1.50204 -0.14947 -0.566 0.096 0.132
C -1.90566 1.31628 1.20724 0.474 -0.100 -0.144
S -0.20952 1.24918 1.71681 0.240 0.199 0.227
C 0.49686 0.40435 0.33345 -0.418 0.303 0.031
C 1.54301 -0.49284 0.47613 -0.429 0.314 -0.339
C 2.07284 -1.13963 -0.63867 0.100 -0.220 0.379
C 3.18935 -2.13500 -0.41305 -0.004 0.228 -0.562
C 4.60976 -1.49647 -0.36291 -0.955 0.012 -0.084
C 4.67896 -0.09745 -0.95345 0.780 -0.314 0.183
I 5.96175 -2.76450 -1.48224 0.006 -0.013 0.251
C 1.54935 -0.89336 -1.91206 0.047 0.199 0.097
C 2.07252 -1.56071 -3.16187 -0.369 0.657 -0.005
C 1.06917 -2.55345 -3.75699 0.593 -0.145 0.030
C 0.66921 -3.61825 -2.80826 -0.268 0.458 -0.273
F 1.61946 -4.50670 -2.48422 0.241 -0.421 -0.059
C -0.53214 -3.77761 -2.29266 0.874 -0.180 -0.158
F -1.48398 -2.88420 -2.39581 -0.666 0.013 -0.071
F -0.87235 -4.85708 -1.62179 -0.465 -0.054 0.529
C 0.50213 0.02323 -2.01936 0.053 -0.231 0.569
O -0.02736 0.27727 -3.29771 0.110 -0.079 -0.148
N 0.50154 1.51784 -3.72380 0.555 0.417 0.041
O 0.63447 1.56793 -4.87986 -0.434 -0.149 -0.019
C -0.03790 0.68123 -0.91753 0.115 -0.144 -0.610
N -1.09273 1.60636 -1.09770 -0.279 -0.448 0.517
H -1.02243 -1.39687 2.67698 -0.051 0.233 -0.396
H -2.04665 -2.31045 3.72740 0.007 -0.099 -0.008
H -2.81296 -1.39328 2.45370 0.004 0.209 -0.165
H -2.70277 -0.58070 4.98527 0.070 0.067 0.240
H -2.30013 1.92729 4.03722 0.047 0.079 0.058
H -3.81664 1.07186 4.02165 -0.069 -0.088 0.202
H -5.06978 1.24514 2.33234 -0.053 -0.021 0.028
H -6.43813 0.56850 0.02130 -0.189 -0.029 0.110
H -6.46397 2.30013 0.47964 -0.259 -0.171 0.193
H -7.29688 1.93095 -1.74590 0.020 0.047 -0.312
H -5.72955 1.30872 -2.28625 0.069 0.010 -0.101
H -5.63513 3.53727 -2.61158 -0.093 0.101 -0.038
H -3.66336 1.76166 -1.66107 0.101 0.017 -0.121
H 1.92546 -0.65797 1.47388 0.128 -0.226 0.019
H 2.97079 -2.68754 0.49416 0.240 -0.052 0.152
H 3.16867 -2.83822 -1.23589 -0.081 -0.271 0.069
H 4.93809 -1.50754 0.66937 0.424 -0.026 -0.017
H 4.30025 -0.07749 -1.97012 -0.188 0.102 -0.078
H 4.15849 0.61372 -0.31700 -0.222 0.060 -0.064
H 5.72716 0.19095 -0.99180 0.032 0.234 -0.026
H 2.23414 -0.77646 -3.89994 0.160 -0.049 -0.180
H 3.04054 -2.01783 -3.00907 0.085 -0.132 0.039
H 1.55256 -3.04225 -4.60533 -0.018 -0.061 -0.081
H 0.19727 -2.03937 -4.14250 -0.196 0.056 0.095
H -1.51503 1.44929 -2.00299 0.225 0.287 -0.237
O 2.87066 -4.51172 1.83326 0.179 0.030 -0.056
H 2.70677 -5.19485 2.49447 -0.047 0.121 0.120
H 2.62494 -4.92524 0.99951 -0.059 -0.048 0.034
O -8.98018 0.58251 -2.42245 -0.109 -0.216 -0.042
H -9.08215 -0.11343 -1.76506 -0.015 0.037 0.037
H -9.30581 0.18427 -3.23619 -0.009 0.068 -0.030
O 2.90822 -4.81095 4.89732 0.012 0.075 -0.285
H 2.12870 -4.24431 4.86408 -0.098 -0.123 0.088
H 3.64138 -4.19964 5.01772 0.031 -0.034 0.002
O 2.27627 4.20018 -5.59834 0.049 0.064 0.168
H 1.68148 3.53394 -5.24058 -0.077 -0.113 -0.036
H 2.75053 4.51258 -4.81364 -0.053 0.111 0.131
O 0.55356 -5.86928 6.25845 -0.098 -0.062 -0.072
H 1.42685 -6.20933 6.03576 0.085 0.129 0.119
H 0.26943 -6.40883 7.00136 -0.004 0.028 0.021
O -6.02978 1.25625 4.81473 -0.095 0.025 0.015
H -6.15617 1.77878 5.61678 0.067 0.033 0.099
H -6.84830 0.75923 4.72352 0.012 -0.022 -0.006
O 4.70626 -2.01313 -4.99356 0.036 -0.042 -0.095
H 5.60946 -1.99744 -4.65808 -0.040 0.008 0.092
H 4.80605 -2.01463 -5.95139 -0.027 0.050 0.005
O 2.56904 4.64208 -2.69994 0.020 -0.071 -0.234
H 2.53856 4.88083 -1.76662 -0.064 -0.035 0.029
H 1.75837 4.13768 -2.82070 -0.065 0.009 0.227
O -3.30653 4.45047 3.03798 -0.072 -0.072 -0.022
H -3.77764 5.28934 3.03409 0.036 0.018 0.014
H -3.83722 3.87138 2.47757 0.055 -0.039 -0.014
O 8.88631 -4.11983 -3.53729 -0.094 -0.003 -0.034
H 8.37189 -4.73664 -4.06723 0.032 -0.020 -0.006
H 8.30213 -3.88055 -2.81015 0.103 0.016 0.033
O 1.02100 3.55252 4.62752 0.031 -0.019 0.004
H 0.88897 2.83109 5.25055 -0.031 -0.012 0.002
H 0.72425 3.18652 3.78829 -0.043 -0.027 -0.050
O -5.14620 2.97994 7.42426 -0.184 0.019 -0.306
H -4.50140 3.07802 6.71560 0.078 0.019 0.060
H -4.80824 3.55540 8.12051 0.126 -0.154 0.031
O 1.34980 2.71552 -8.05658 -0.015 0.098 0.122
H 0.72898 2.05556 -7.73648 0.040 -0.060 -0.073
H 1.80666 3.03834 -7.26861 0.032 0.074 -0.116
O 0.81934 4.18973 -0.22641 0.034 0.097 -0.022
H 0.79352 4.42600 0.70640 0.015 -0.010 -0.003
H 0.02166 3.66415 -0.36171 -0.006 -0.147 -0.057
O 3.89511 2.69588 -9.65481 -0.010 0.159 -0.135
H 4.48910 3.41162 -9.40799 0.046 -0.069 0.152
H 3.04937 2.94661 -9.26174 -0.050 -0.227 -0.001
O 4.89821 4.16764 -6.87379 -0.012 0.194 0.040
H 5.44766 4.93298 -6.68008 0.029 -0.020 -0.024
H 4.04871 4.35717 -6.44840 0.056 -0.221 -0.202
O 0.07762 -5.48323 1.68628 -0.067 -0.054 -0.153
H 0.06182 -4.52056 1.68854 0.073 -0.002 0.049
H -0.18893 -5.72646 0.79308 -0.067 -0.010 0.028
O 3.73010 -6.66360 6.98982 0.081 -0.169 0.033
H 4.64454 -6.64571 7.28644 -0.018 -0.055 0.047
H 3.78185 -6.64283 6.02830 -0.032 0.169 0.001
O -2.91876 3.37371 9.37996 0.028 0.021 0.134
H -2.06076 3.01622 9.13112 -0.004 0.045 -0.080
H -3.19671 2.82875 10.12302 -0.033 0.006 -0.007
```
Forces are in eV/Å.


2.
The following is a quantum chemistry calculation of C24H63F6LiN12O18S2 as an isolated structure, from OMol25.

Calculated values
* F_max: 7.519 eV/Å
* LUMO level: -0.13 eV
* multiplicity: 1

```
126
Properties=species:S:1:pos:R:3:forces:R:3
Li -11.35769 -11.14649 24.18015 -1.096 0.856 0.764
C -9.72844 -13.98989 25.36428 -1.649 0.849 0.029
F -8.66894 -14.57602 24.90408 0.877 -0.651 -0.293
F -10.11326 -14.61388 26.53559 0.459 1.395 -1.805
F -9.38706 -12.68680 25.58027 -0.659 -1.057 0.344
S -11.13131 -14.15264 23.95632 -0.747 1.006 2.018
O -10.71806 -15.33311 23.26181 0.224 0.500 -0.006
O -12.39870 -14.18241 24.68526 1.594 0.474 -0.998
N -10.99310 -12.61671 23.05681 -0.349 -3.552 4.200
S -11.01381 -12.98158 21.56801 -1.368 1.031 -6.059
O -11.86960 -14.13620 21.11518 2.358 2.715 1.598
O -11.23707 -11.69700 20.85451 0.511 -2.159 1.269
C -9.13380 -13.39251 21.22261 -4.472 -0.018 -1.712
F -9.16367 -14.62820 20.87073 0.684 -2.455 -0.664
F -8.74077 -12.67348 20.20649 0.849 0.886 -0.257
F -8.41056 -13.25521 22.26611 1.746 0.867 2.115
C -13.47719 -15.47937 30.09596 0.069 2.011 -0.766
C -12.29774 -16.22364 29.42813 0.908 0.452 0.142
O -12.11588 -16.05265 27.96873 -1.742 0.343 1.828
O -13.18252 -14.05863 30.48142 0.587 -1.089 -0.730
H -13.87611 -15.90513 31.01666 0.423 -0.731 -0.268
H -14.28223 -15.37923 29.36796 -0.173 -0.478 -0.103
H -12.36419 -17.25888 29.76274 -0.369 -0.329 -0.645
H -11.33727 -15.92391 29.84735 -0.131 0.452 0.396
H -11.55332 -16.75855 27.64189 0.664 -0.467 -0.160
H -13.96382 -13.73351 30.93471 -0.093 -0.101 0.107
C -11.37519 -18.82193 24.51483 0.670 -1.295 1.121
C -10.59199 -19.11769 25.91781 0.696 -0.289 -1.943
O -10.21240 -17.97970 26.61467 -1.379 1.739 1.490
O -10.93939 -19.79026 23.54567 -0.148 0.611 0.434
H -11.26858 -17.83494 24.06475 0.407 0.306 0.663
H -12.44550 -18.96362 24.66470 0.030 -0.148 0.070
H -9.60444 -19.57377 25.84834 -0.235 -0.882 -1.574
H -11.12421 -19.87970 26.48717 -0.623 0.496 0.395
H -9.25931 -17.86527 26.60332 0.127 0.276 -0.048
H -10.11129 -19.38897 23.27214 0.277 -0.490 -0.468
C -5.18265 -12.89245 20.96700 2.651 3.221 -0.610
C -3.80764 -12.98182 20.22208 -2.278 -0.759 -0.548
O -2.83173 -13.32320 21.14936 0.721 -0.458 -0.087
O -5.76703 -14.08262 21.31753 -0.446 -0.748 -0.216
H -5.80255 -12.18863 20.41161 -0.536 -0.401 -0.541
H -4.93815 -12.29601 21.84596 0.086 -0.018 0.573
H -3.45269 -12.16996 19.58725 -0.670 1.146 0.630
H -3.99561 -13.68783 19.41319 0.292 -1.142 0.161
H -2.04596 -13.40167 20.60347 0.509 -0.214 0.464
H -6.60181 -13.77336 21.67683 -0.129 -0.681 0.220
C -6.56252 -16.31961 26.09013 -0.751 0.913 0.515
C -5.82015 -17.61793 26.13069 0.960 1.379 -0.889
O -6.24727 -18.42071 25.04685 0.258 -0.627 0.372
O -7.74793 -16.42378 26.83704 -0.658 -0.022 0.564
H -6.82278 -15.98340 25.08647 0.231 -0.721 -0.544
H -5.99519 -15.45689 26.43934 0.553 -0.153 0.632
H -5.78200 -18.14324 27.08499 -0.702 -0.032 -0.135
H -4.81314 -17.22003 26.00538 0.684 -0.752 -0.340
H -5.77196 -18.09208 24.28025 -0.107 -0.158 -0.209
H -8.11259 -15.53747 26.89259 -0.345 -0.174 0.191
C -13.89783 -10.36987 22.95742 0.072 -0.263 1.425
O -13.08836 -10.24760 23.84792 3.178 0.349 1.607
N -14.58337 -9.36964 22.51454 -2.122 3.928 -1.864
N -14.30392 -11.50929 22.52847 -1.206 -4.379 -1.761
H -14.27801 -8.42244 22.68678 -0.062 -0.348 0.076
H -15.28266 -9.51031 21.79949 0.272 0.224 0.086
H -15.06533 -11.61640 21.87357 0.154 -0.001 -0.049
H -13.87731 -12.39372 22.76488 0.115 0.410 0.314
C -14.98848 -16.05935 25.60364 -0.056 -1.960 -0.930
O -15.70105 -16.30123 24.67021 -2.700 0.564 -2.552
N -14.72559 -14.94691 26.17604 -0.703 6.381 1.160
N -14.33992 -16.99285 26.19053 2.905 -4.907 2.452
H -13.85176 -14.74945 26.64244 -0.148 -0.185 -0.056
H -15.27639 -14.17638 25.82532 0.541 0.275 -0.027
H -14.63069 -17.95900 26.14464 0.257 0.319 -0.418
H -13.62624 -16.72192 26.85186 -0.094 -0.454 0.308
C -12.11836 -11.47044 27.30074 1.961 0.473 -1.942
O -11.82407 -11.17010 26.14459 0.244 -0.046 -0.529
N -11.36856 -11.29460 28.34114 3.153 1.728 2.493
N -13.13225 -12.16068 27.67102 -5.264 -2.323 -1.523
H -10.38342 -11.21844 28.13182 -0.057 0.206 0.748
H -11.75541 -11.74612 29.15758 1.319 0.084 0.247
H -13.50814 -12.17745 28.60831 0.022 -0.311 -0.426
H -13.66543 -12.41254 26.85102 -0.878 -0.102 0.566
C -15.77143 -14.17660 21.70275 -0.846 -1.878 1.690
O -15.96205 -13.32381 20.91953 -0.555 4.346 -4.273
N -16.80164 -14.79143 22.30306 -0.827 -0.743 0.763
N -14.62248 -14.63516 22.13247 2.387 -1.734 2.221
H -16.53335 -15.24179 23.16637 -1.106 -0.525 0.207
H -17.74314 -14.58302 22.00264 0.381 0.006 0.419
H -14.76478 -15.29255 22.88592 0.546 -0.272 -0.022
H -13.64257 -14.46211 21.95946 -0.333 0.585 -0.996
C -14.27986 -12.08530 17.93631 0.860 2.088 1.409
O -13.74910 -11.43479 17.11542 3.830 2.507 -4.112
N -14.00755 -12.05382 19.20840 1.191 -0.069 3.357
N -15.35973 -12.68080 17.66516 -6.116 -3.947 -1.882
H -13.19210 -11.53485 19.50135 -0.326 -0.131 0.279
H -14.81737 -12.26076 19.77539 0.868 -0.177 0.840
H -15.97482 -13.03493 18.38375 0.084 -0.205 -0.328
H -15.68113 -12.58182 16.71279 -0.136 -0.134 0.390
C -6.58208 -10.57616 24.51732 3.033 0.363 -0.313
C -5.56484 -9.98682 25.64315 -1.550 -0.536 0.248
C -6.44377 -9.01158 26.41043 0.735 2.161 1.777
C -5.89094 -8.49679 27.80334 0.001 -2.236 -0.043
C -5.69991 -9.73296 28.75220 0.149 0.440 -1.252
C -4.93965 -10.95193 28.04064 -0.408 0.996 1.704
N -5.31409 -11.11488 26.59427 -0.825 1.771 1.619
O -4.57162 -12.13862 26.04747 0.326 -0.760 -0.590
C -3.46539 -10.71954 28.35026 1.112 0.755 -0.507
C -5.25406 -12.21885 28.85406 -0.422 -1.353 -0.870
C -4.32556 -9.25097 24.97011 -0.787 -1.138 0.739
H -7.47483 -11.12766 24.81219 0.057 0.584 0.454
H -5.97034 -11.25723 23.92569 0.034 -0.512 0.013
H -6.70115 -9.78172 23.78058 -0.836 0.209 0.254
H -6.54573 -8.07235 25.86679 -0.182 -0.201 -0.661
H -7.45287 -9.36687 26.61919 0.050 -0.395 -0.223
H -6.59393 -7.79517 28.25237 -0.026 0.016 -0.091
H -4.91515 -8.01207 27.77176 -0.038 0.189 -0.553
H -6.64577 -10.03573 29.20139 -0.198 -0.259 -0.365
H -5.10469 -9.36920 29.58974 0.209 -0.387 0.095
H -3.20213 -9.70832 28.04005 0.214 0.175 0.093
H -3.26335 -10.82174 29.41648 -0.333 0.300 0.098
H -2.70008 -11.36359 27.91715 -0.494 -0.370 -0.564
H -4.70333 -13.01666 28.35577 0.000 -0.309 0.023
H -4.93810 -12.29828 29.89423 0.335 0.888 -0.043
H -6.29152 -12.55013 28.89922 -0.341 0.336 -0.443
H -4.66554 -8.82665 24.02540 0.259 -0.137 -0.081
H -3.51749 -9.97285 24.85169 -0.120 -0.086 -0.481
H -3.88388 -8.44750 25.55956 -0.414 0.049 0.315
H -5.26851 -12.79715 25.99968 0.404 -0.608 -0.406
```
Forces are in eV/Å.